145
Properties=species:S:1:pos:R:3:forces:R:3 method="wB97M-V/def2-TZVPD" orbital_gap_ev="7.02 / 6.95" spin_multiplicity=3 max_force_ev_per_a=2.79
V -0.089 0.155 0.119 2.2 1.2 1.3
O -3.958 -0.207 -1.140 0.2 0.1 -0.3
C -2.757 -0.070 -1.012 -0.6 -0.1 0.1
N -2.062 0.162 0.126 -0.8 -0.2 -0.3
C -2.690 0.529 1.278 -0.5 0.1 0.2
O -3.767 1.061 1.416 0.2 -0.1 0.2
C -1.843 0.050 2.412 -0.2 -0.1 0.6
C -2.329 -0.047 3.710 0.1 0.1 -0.2
C -1.578 -0.730 4.646 0.2 0.0 -0.2
C -0.371 -1.290 4.238 -0.2 0.0 0.0
C 0.049 -1.119 2.933 0.2 -0.3 0.4
N -0.664 -0.447 2.032 -0.8 -0.3 0.9
C -1.801 -0.238 -2.144 -0.3 0.0 -0.7
C -2.260 -0.419 -3.442 0.1 0.0 0.2
C -1.341 -0.481 -4.472 0.2 0.1 0.3
C 0.002 -0.326 -4.147 -0.3 0.0 -0.1
C 0.372 -0.151 -2.826 0.6 0.0 -0.4
N -0.506 -0.136 -1.827 -0.7 -0.4 -1.6
H -3.290 0.389 3.933 -0.1 0.1 0.0
H -1.924 -0.851 5.661 0.0 0.0 0.1
H 0.238 -1.854 4.925 0.1 -0.1 0.0
H 0.990 -1.536 2.601 0.0 0.0 0.0
H -3.326 -0.490 -3.600 0.0 0.0 0.0
H -1.656 -0.621 -5.495 0.0 0.0 -0.1
H 0.759 -0.326 -4.915 0.1 0.0 0.0
H 1.413 -0.010 -2.564 -0.2 -0.1 0.0
O 2.513 -0.456 -0.879 -0.2 -0.1 -0.2
C 2.780 -1.635 -0.170 0.3 -0.1 0.0
C 1.567 -2.515 -0.006 0.3 -0.1 -0.2
C 1.766 -3.887 0.134 -0.1 -0.1 0.0
C 0.681 -4.728 0.277 -0.1 0.4 0.0
C -0.586 -4.158 0.241 0.1 0.0 0.0
C -0.699 -2.787 0.108 -0.4 -0.4 0.0
N 0.351 -1.965 0.009 0.4 -0.4 0.0
H 2.701 0.300 -0.288 0.0 0.1 0.2
H 3.170 -1.402 0.831 0.0 0.0 -0.1
H 3.544 -2.206 -0.718 -0.1 0.0 0.2
H 2.772 -4.281 0.125 0.1 0.0 0.0
H 0.812 -5.792 0.403 0.0 -0.1 0.0
H -1.470 -4.772 0.320 -0.1 0.0 0.0
H -1.680 -2.327 0.084 0.1 0.1 0.1
C -4.556 3.854 3.847 0.0 0.0 0.0
C -3.690 4.537 2.831 0.0 0.1 0.0
C -3.771 4.197 1.489 0.0 0.0 0.0
C -2.978 4.825 0.543 0.0 0.1 0.0
C -3.141 4.503 -0.913 0.1 0.0 -0.1
C -2.064 5.799 0.960 -0.3 -0.1 0.1
C -1.983 6.167 2.303 -0.1 0.0 0.0
C -1.027 7.216 2.790 0.0 0.0 0.0
C -2.805 5.530 3.220 0.0 -0.1 -0.1
C -1.247 6.489 -0.058 -0.1 0.2 -0.1
C -1.662 7.727 -0.535 0.0 0.0 0.0
C -0.935 8.375 -1.516 0.0 0.1 0.0
C 0.209 7.787 -2.019 0.0 -0.1 -0.1
C 0.650 6.554 -1.544 -0.1 0.2 0.0
C -0.086 5.911 -0.556 0.3 -0.9 0.5
Ge 0.527 4.174 0.250 0.6 -0.1 0.3
S -0.311 2.352 -0.662 -0.1 0.9 -0.3
S 2.798 3.920 0.170 -0.5 -0.1 0.5
Ge 2.377 2.849 2.139 -0.1 0.7 -0.5
S 1.833 0.774 1.682 0.4 0.1 0.2
S 0.429 3.981 2.527 0.4 -0.1 -0.5
C 3.880 3.054 3.470 -0.9 -0.2 -0.7
C 3.655 3.630 4.714 0.2 0.0 0.1
C 4.727 3.822 5.581 -0.1 0.0 0.0
C 6.006 3.456 5.214 0.1 0.0 0.1
C 6.221 2.874 3.979 0.0 0.0 -0.1
C 5.165 2.668 3.100 0.1 0.0 0.2
C 5.431 2.000 1.805 0.2 -0.1 -0.3
C 5.796 2.728 0.673 0.0 -0.1 0.2
C 5.995 4.214 0.714 0.0 0.0 0.0
C 6.011 2.049 -0.520 -0.1 -0.2 0.0
C 5.924 0.671 -0.600 0.1 0.1 0.0
C 6.119 -0.049 -1.901 0.0 0.0 0.1
C 5.642 -0.042 0.560 0.0 0.1 0.0
C 5.384 0.602 1.756 0.0 -0.1 0.0
C 5.072 -0.183 2.995 0.0 0.1 0.0
C 2.312 4.040 5.183 -0.2 0.2 0.3
C 1.979 5.392 5.257 0.0 -0.1 0.0
C 2.900 6.466 4.752 0.0 0.0 0.0
C 0.753 5.755 5.797 0.0 -0.1 0.1
C -0.145 4.810 6.262 0.0 0.0 0.0
C -1.457 5.211 6.866 0.0 0.0 0.0
C 0.202 3.468 6.172 0.1 0.1 0.0
C 1.419 3.070 5.649 0.0 0.0 0.1
C 1.774 1.613 5.599 0.0 0.0 -0.1
C 1.901 5.997 -2.106 0.2 -0.1 -0.2
C 1.870 4.981 -3.059 0.0 0.1 0.0
C 0.578 4.389 -3.536 0.0 -0.1 0.0
C 3.068 4.518 -3.590 0.1 0.0 0.1
C 4.285 5.054 -3.208 0.0 -0.1 0.0
C 5.573 4.574 -3.809 -0.1 0.1 0.0
C 4.295 6.076 -2.267 -0.1 0.0 0.0
C 3.123 6.552 -1.707 0.1 0.0 -0.1
C 3.159 7.635 -0.670 0.0 0.0 0.0
H -5.164 3.088 3.372 -0.1 -0.1 0.0
H -5.210 4.578 4.336 -0.1 -0.1 0.1
H -3.940 3.385 4.614 0.0 -0.1 0.1
H -4.457 3.424 1.175 -0.1 -0.1 0.0
H -3.931 3.769 -1.049 0.0 -0.1 -0.1
H -2.220 4.095 -1.332 -0.1 0.0 0.0
H -3.388 5.403 -1.477 -0.1 0.0 -0.1
H -0.408 7.601 1.983 0.1 0.0 0.0
H -0.382 6.784 3.554 0.1 0.0 0.0
H -1.572 8.049 3.235 0.0 0.1 0.0
H -2.745 5.819 4.259 0.0 0.0 0.2
H -2.557 8.170 -0.125 -0.1 0.0 0.0
H -1.262 9.338 -1.886 0.0 0.0 0.0
H 0.779 8.279 -2.795 0.1 0.0 -0.1
H 4.537 4.267 6.547 0.0 0.1 0.1
H 6.832 3.620 5.890 0.1 0.0 0.1
H 7.215 2.576 3.682 0.1 0.0 0.0
H 5.698 4.624 1.676 0.0 0.1 0.0
H 5.405 4.689 -0.067 0.0 0.1 0.0
H 7.045 4.452 0.542 0.1 0.0 0.0
H 6.254 2.616 -1.407 0.0 0.1 -0.1
H 6.528 0.617 -2.655 0.0 0.0 -0.1
H 5.161 -0.423 -2.262 -0.1 -0.1 -0.1
H 6.790 -0.898 -1.779 0.0 -0.1 0.0
H 5.630 -1.124 0.526 0.0 -0.1 0.0
H 5.151 -1.251 2.804 0.0 -0.1 0.0
H 4.060 0.044 3.331 -0.1 -0.1 0.1
H 5.758 0.079 3.800 0.0 0.0 0.1
H 3.763 6.044 4.242 0.0 0.1 -0.1
H 3.256 7.084 5.577 0.1 0.0 0.0
H 2.368 7.115 4.057 0.0 0.0 -0.1
H 0.500 6.805 5.860 0.0 0.1 0.0
H -1.594 6.288 6.820 -0.1 0.1 0.0
H -1.502 4.900 7.910 -0.1 0.0 0.1
H -2.280 4.730 6.340 -0.1 0.0 0.0
H -0.490 2.714 6.525 -0.1 -0.1 0.1
H 1.125 1.044 6.260 -0.1 -0.1 0.1
H 2.810 1.453 5.893 0.1 -0.1 0.0
H 1.648 1.229 4.584 0.0 -0.2 0.0
H -0.261 5.043 -3.310 -0.1 0.0 0.0
H 0.401 3.430 -3.046 -0.1 0.0 0.0
H 0.612 4.216 -4.609 0.0 0.0 -0.1
H 3.040 3.722 -4.322 0.0 -0.1 -0.1
H 5.425 3.649 -4.363 0.0 -0.1 0.0
H 6.319 4.404 -3.035 0.1 0.0 0.0
H 5.971 5.325 -4.492 0.1 0.0 -0.1
H 5.239 6.510 -1.963 0.1 0.0 0.1
H 4.185 7.873 -0.403 0.1 0.0 0.1
H 2.627 7.315 0.226 0.0 0.0 0.1
H 2.677 8.541 -1.036 0.0 0.1 0.1